(1)
A 2-piece molecular cluster, C2H3N2O3 overall, computed with ωB97M-V with the def2-TZVPD basis set.

Each line ends with the natural charge from an NBO analysis.
Atoms and positions in Å:
C -0.34588 0.18244 -0.07954  -0.5508
C 0.79965 -0.47670 0.14586  -0.1534
N -3.33226 0.33539 0.64212  0.1258
N 2.11390 0.11739 -0.09301  0.4075
O -3.76496 -0.00862 -0.40549  -0.2700
O 2.25696 1.30387 -0.37461  -0.5470
O 3.05052 -0.69949 0.04280  -0.5781
H -0.52942 1.28421 -0.09971  0.2057
H 0.89873 -1.63430 0.23010  0.1972
H -1.14725 -0.40419 -0.00852  0.1632

total energy: -413.0448 Eh
net charge: -1
HOMO (alpha / beta): -5.1 / -1.0 eV
F_max: 0.082 hartree/bohr
relative energy (zero: lowest compared OMol25 entry of this formula, charge and spin): 173.40 kcal per mole
gap between HOMO and LUMO (alpha / beta): 8.31 / 3.87 eV


(2)
A single C20H16F2O5 molecule, computed with ωB97M-V with the def2-TZVPD basis set.

Each line ends with the natural charge from an NBO analysis.
Atoms and positions in Å:
C 3.09466 -0.04080 3.45728  -0.2694
C 2.86665 1.14075 3.26108  -0.0123
C 2.55569 2.49933 2.55184  -0.4668
C 1.01088 2.52670 2.10134  -0.3955
C 0.80741 2.67455 0.53000  -0.4400
C 0.51306 1.33681 -0.22134  -0.0725
C 1.59112 0.32175 -0.35033  0.5022
F 2.81055 0.58947 0.24091  -0.3355
C 1.40674 -0.98693 -1.05146  -0.0620
C 2.65002 -1.95001 -1.04823  -0.5681
C 2.73518 -2.69412 0.33754  0.8841
O 3.56438 -3.50046 0.61044  -0.5112
F 1.76849 -2.34530 1.29822  -0.3546
C 0.12272 -1.32502 -1.70167  -0.0957
C -1.00507 -0.31720 -1.59231  -0.1359
C -0.80168 0.96869 -0.84577  0.0908
C -2.02086 1.96359 -0.71773  -0.4772
C -3.11817 1.21701 0.20235  -0.0724
O -2.49258 0.21949 1.06085  -0.5540
C -3.16362 -0.99960 1.02295  0.6394
O -3.71027 -1.44243 2.00696  -0.5213
C -2.33661 -0.70993 -2.29223  0.5249
O -3.17175 0.09621 -2.69383  -0.5350
C -2.67994 -2.22509 -2.58242  -0.2559
C -1.62916 -3.09794 -2.67741  -0.2434
C -0.12820 -2.65501 -2.46324  0.5335
O 0.72272 -3.38418 -2.93963  -0.5062
H 3.43815 -0.98306 3.95107  0.2554
H 3.25831 2.70044 1.68506  0.2355
H 2.72303 3.30258 3.32739  0.2320
H 0.47515 1.65533 2.56476  0.2415
H 0.59017 3.47630 2.56431  0.2130
H 0.06152 3.49579 0.33205  0.2300
H 1.79413 3.06465 0.11687  0.2288
H 2.72057 -2.62748 -1.93796  0.2976
H 3.57018 -1.28220 -1.08899  0.2680
H -2.44500 2.16633 -1.74790  0.2664
H -1.77208 2.92331 -0.19475  0.2229
H -3.65076 1.93881 0.87994  0.2031
H -3.89788 0.68474 -0.41059  0.1962
H -3.19774 -1.67660 0.10558  0.1289
H -3.74744 -2.54749 -2.73054  0.2487
H -1.88263 -4.17179 -2.92047  0.2419

total energy: -1347.4492 Eh
net charge: 0
HOMO: -9.6 eV
F_max: 0.057 hartree/bohr
SMILES: C#CCCCc1c(F)c(CC(=O)F)c2c(c1CCOC=O)C(=O)C=CC2=O
gap between HOMO and LUMO: 8.06 eV


(3)
C5H5O4 as an isolated structure, computed with ωB97M-V with the def2-TZVPD basis set.

Each line ends with the natural charge from an NBO analysis.
Atoms and positions in Å:
C -0.65848 -1.21695 -1.22091  -0.3868
C -0.81581 -2.12583 -0.18900  0.1364
C -1.25117 0.96973 0.10270  0.7598
C -0.12298 -0.23529 -0.16343  0.3702
C 1.62406 1.20150 0.56827  -0.2380
O -1.23918 1.73030 -0.82856  -0.7472
O -1.91170 0.83909 1.12251  -0.7412
O -0.26215 -1.41665 0.81352  -0.5320
O 1.18307 0.17884 -0.27876  -0.5302
H -1.26762 -0.93454 -2.10657  0.2137
H -0.78089 -3.17996 -0.27880  0.1731
H 2.78379 1.09816 0.47880  0.1588
H 1.29355 0.86294 1.57972  0.1820
H 1.42551 2.22866 0.40052  0.1815

total energy: -494.4336 Eh
net charge: -1
HOMO: -3.8 eV
F_max: 0.078 hartree/bohr
relative energy (zero: lowest compared OMol25 entry of this formula, charge and spin): 74.08 kcal per mole
gap between HOMO and LUMO: 7.80 eV


(4)
A single C8H6INO2S molecule, computed with ωB97M-V with the def2-TZVPD basis set.

Each line ends with the natural charge from an NBO analysis.
Atoms and positions in Å:
C -1.09870 0.59303 2.66649  -0.2436
C -1.21137 0.66424 1.14427  -0.3119
C -0.46063 -0.48358 3.10997  -0.3281
C -0.66540 -0.52181 0.56179  -0.2301
C 1.59022 0.00931 -1.93729  0.5127
C -0.58182 0.73509 -2.51373  0.8618
C 2.60979 -0.77959 -1.59887  -0.6814
C -0.67676 -0.77647 -0.76273  0.0919
N 0.74194 0.71573 -2.44368  -0.5089
O -1.13582 1.34698 -3.38543  -0.5293
O -1.32057 0.13726 -1.58346  -0.4763
S 0.13801 -1.54771 1.76649  0.2983
I 0.13634 2.42233 0.75379  0.0394
H -1.36252 1.46589 3.31621  0.2474
H -2.15887 0.84554 0.69609  0.2600
H -0.46165 -0.79886 4.15792  0.2491
H 3.20249 -1.45303 -2.26310  0.2685
H 3.02110 -0.85481 -0.52024  0.2666
H -0.30578 -1.71955 -1.16451  0.2136

total energy: -1209.4495 Eh
net charge: 0
HOMO: -8.4 eV
F_max: 0.069 hartree/bohr
SMILES: C=C=NC(=O)O/C=C1/SC=C[C@H]1I
gap between HOMO and LUMO: 7.74 eV


(5)
C5H7OP as an isolated structure, computed with ωB97M-V with the def2-TZVPD basis set.

Each line ends with the natural charge from an NBO analysis.
Atoms and positions in Å:
C -0.41865 0.30647 -0.05684  -0.0794
C -1.37014 -0.61921 -0.03578  0.0178
C 0.66892 -0.74818 -0.03835  -0.3909
C -0.45606 -1.80987 0.02180  -0.4467
C -0.34504 1.78436 -0.02552  -0.6576
O -5.09336 -0.27031 -0.07935  -0.9565
P -3.69932 0.22173 0.06003  0.9592
H 1.27207 -0.80086 -0.94103  0.2138
H 1.31887 -0.72533 0.83480  0.2137
H -0.50774 -2.49432 -0.82530  0.2160
H -0.49037 -2.36303 0.95799  0.2167
H -1.07807 2.21971 -0.70075  0.2357
H 0.65247 2.12553 -0.29509  0.2252
H -0.56476 2.13928 0.98373  0.2331

total energy: -611.1413 Eh
net charge: 0
HOMO (alpha / beta): -7.0 / -9.7 eV
2S+1: 3
F_max: 0.021 hartree/bohr
relative energy (zero: lowest compared OMol25 entry of this formula, charge and spin): 35.78 kcal per mole
gap between HOMO and LUMO (alpha / beta): 7.32 / 7.85 eV


(6)
A 2-piece molecular cluster, C4H7NOS overall, computed with ωB97M-V with the def2-TZVPD basis set.

Each line ends with the natural charge from an NBO analysis.
Atoms and positions in Å:
C 0.81396 0.28257 -0.25913  0.3122
C 2.08418 -0.01219 -0.44492  -0.4913
C -0.38504 -1.55226 1.18725  0.1951
C -1.23759 0.98352 -1.10980  -0.4526
N -0.20917 0.94912 -0.04498  -0.4601
O -1.31704 -0.88660 1.55938  -0.5203
S -0.82273 1.44190 1.41128  -0.0051
H 2.88291 0.70080 -0.29109  0.2364
H 2.55035 -1.04252 -0.25083  0.2367
H -0.28817 -1.98583 0.19799  0.1140
H 0.57527 -1.83138 1.85096  0.1051
H -2.14867 0.45205 -0.62998  0.2550
H -1.73001 2.01265 -1.11279  0.2516
H -0.76824 0.48817 -2.06335  0.2233

total energy: -684.6011 Eh
net charge: 0
HOMO (alpha / beta): -7.9 / -7.9 eV
F_max: 0.073 hartree/bohr
SMILES: C=C=[N+](C)[S-].C=O
relative energy (zero: lowest compared OMol25 entry of this formula, charge and spin): 129.22 kcal per mole
gap between HOMO and LUMO (alpha / beta): 8.05 / 8.06 eV